Entry 1:
Formula: C51H45Cl3N3NaP3SiTe
Source: OMol25
Level of theory: ωB97M-V/def2-TZVPD

Geometry as XYZ:
```
108
C51H45Cl3N3NaP3SiTe | OMol25 | ωB97M-V/def2-TZVPD
Na 1.5132 -0.2803 -1.1752
Te -1.8936 3.3575 -2.2809
C -4.0029 3.5451 -2.2631
C -4.7513 4.1457 -3.2873
C -6.1118 4.3273 -3.0704
N -6.7782 3.9741 -1.9624
C -6.0600 3.4092 -1.0104
C -4.7069 3.1059 -1.1412
C -1.6088 1.5095 -1.5339
P -1.0027 0.3246 -2.7909
C -1.5289 -1.4573 -2.4736
C -0.6680 -2.4129 -3.0510
C -0.9622 -3.7632 -2.9620
C -2.0404 -4.1941 -2.2419
C -2.9192 -3.2522 -1.6966
C -2.6751 -1.8991 -1.8267
C -2.2637 0.5433 -4.0873
C -1.9003 0.3276 -5.4161
C -2.8905 0.3023 -6.4079
C -4.2256 0.4668 -6.0317
C -4.5682 0.6819 -4.7038
C -3.5851 0.6864 -3.7470
P -0.6755 1.3274 -0.0933
C -1.6331 0.3448 1.1456
C -3.0176 0.1667 1.0948
C -3.7142 -0.4237 2.1575
C -3.0497 -0.8351 3.2700
C -1.6579 -0.6289 3.3629
C -0.9485 -0.0929 2.3034
C -0.7786 2.9530 0.7736
C 0.1967 3.9277 0.4657
C 0.2149 5.1720 1.0886
C -0.7609 5.4832 2.0135
C -1.7670 4.5673 2.2894
C -1.7683 3.3103 1.6507
H -4.3197 4.4509 -4.2378
H -6.7268 4.8051 -3.8264
H -6.5651 3.1428 -0.0821
H -4.1493 2.6480 -0.3264
H 0.2064 -2.0608 -3.5947
H -0.2738 -4.4691 -3.3601
H -2.2434 -5.2339 -2.1654
H -3.8356 -3.6018 -1.2310
H -3.3932 -1.1784 -1.4403
H -0.8643 0.1750 -5.6661
H -2.6421 0.1164 -7.4503
H -4.9843 0.4286 -6.8000
H -5.5947 0.8434 -4.4134
H -3.8324 0.8158 -2.7181
H -3.5138 0.5339 0.2016
H -4.7713 -0.5785 2.1108
H -3.5970 -1.3363 4.0814
H -1.1090 -1.0230 4.2071
H 0.1388 0.0483 2.3574
H 0.9721 3.6546 -0.2555
H 1.0123 5.9025 0.8581
H -0.7131 6.3895 2.5598
H -2.5417 4.8367 2.9771
H -2.5888 2.6587 1.9028
C -0.1736 -5.0699 1.8982
N -0.7446 -3.7714 1.5199
C -2.2146 -3.7002 1.4896
C -0.0512 -3.0753 0.6257
N 0.6073 -2.4671 -0.1135
H -0.5357 -5.2838 2.9097
H 0.8932 -5.0168 1.9084
H -0.4685 -5.8621 1.2159
H -2.5606 -3.8903 2.4910
H -2.6603 -4.4458 0.8517
H -2.5416 -2.7023 1.1904
Cl 4.5363 2.1789 -1.4718
Si 3.3873 1.6941 -3.3431
Cl 4.7045 2.6733 -4.7530
Cl 1.9584 3.3020 -3.2135
C 2.7849 -4.2872 3.6020
C 3.7044 -4.3233 2.5701
C 3.9949 -3.1712 1.8869
C 3.3509 -1.9686 2.1972
C 2.4030 -1.9413 3.2192
C 2.1630 -3.1025 3.9409
P 3.5458 -0.4940 1.1197
C 3.5974 0.9041 2.2887
C 4.1705 0.7933 3.5713
C 4.0882 1.8439 4.4824
C 3.3326 2.9764 4.1473
C 2.7518 3.1025 2.8814
C 2.9170 2.0788 1.9657
C 5.1912 -0.7738 0.3894
C 5.1465 -1.2712 -0.9203
C 6.3228 -1.5483 -1.6061
C 7.5464 -1.2483 -1.0125
C 7.5951 -0.7032 0.2635
C 6.4030 -0.4976 0.9732
H 2.6088 -5.1853 4.1589
H 4.1881 -5.2649 2.2835
H 4.6677 -3.1672 1.0413
H 1.9591 -1.0042 3.5092
H 1.4842 -3.0422 4.7928
H 4.6838 -0.1180 3.8403
H 4.4912 1.7308 5.4987
H 3.1581 3.7542 4.8715
H 2.1220 3.9340 2.5930
H 2.4813 2.1690 0.9702
H 4.1603 -1.5286 -1.2965
H 6.3023 -1.9606 -2.5936
H 8.4633 -1.3538 -1.5625
H 8.5579 -0.4592 0.6940
H 6.4461 -0.1242 1.9840
```

Summary:
2S+1 = 1
energy relative to the best compared isomer or geometry (same formula, charge and spin) = 30.8 kJ/mol
E_HOMO = -4.08 eV
maximum force = 1.63 eV/Å
total charge = -1

Atomic partial charges in e from the Löwdin method, atoms 1 to 5:
1 Na 0.021
2 Te 1.289
3 C -0.540
4 C -0.127
5 C -0.174

Entry 2:
Formula: C51H45N6O7P2RbTe
Source: OMol25
Level of theory: ωB97M-V/def2-TZVPD

Geometry as XYZ:
```
113
C51H45N6O7P2RbTe | OMol25 | ωB97M-V/def2-TZVPD
Rb -9.5404 -15.9816 17.1331
O -13.0482 -18.9638 18.6199
C -12.2720 -18.2691 17.9361
N -10.9853 -18.3544 17.7204
C -10.3149 -19.5215 18.0779
C -10.9069 -20.7876 17.8990
C -10.2890 -21.9619 18.2637
C -9.0461 -21.8992 18.8833
C -8.4318 -20.6672 19.0324
C -8.9949 -19.4257 18.5793
N -8.4003 -18.1619 18.6942
C -7.1072 -18.0517 18.9892
O -6.1872 -18.9268 19.0486
C -6.6194 -16.6562 19.2659
C -5.2893 -16.4215 19.0445
C -4.6946 -15.2165 19.3968
C -5.4867 -14.2637 20.0048
C -6.8506 -14.5125 20.0746
N -7.4050 -15.6843 19.7217
C -12.9214 -17.0264 17.2585
C -14.2121 -16.7004 17.7032
C -14.8934 -15.7196 17.0449
C -14.3187 -15.0685 15.9613
C -13.0208 -15.4314 15.5977
N -12.3095 -16.3606 16.2659
H -11.8317 -20.7639 17.3847
H -10.7328 -22.9452 18.0961
H -8.5040 -22.8369 19.0547
H -7.4141 -20.6353 19.3987
H -4.6853 -17.2509 18.6663
H -3.6336 -14.9987 19.2758
H -5.0097 -13.2927 20.3437
H -7.5519 -13.7406 20.3748
H -14.5702 -17.3141 18.5239
H -15.9110 -15.4282 17.4052
H -14.7690 -14.2755 15.3774
H -12.5441 -14.9775 14.7460
N -6.2573 -11.9045 16.9958
P -7.1639 -11.7798 18.4167
C -8.2440 -10.3411 18.0778
C -7.7876 -9.0119 18.0947
C -8.6897 -7.9889 17.8591
C -10.0063 -8.2675 17.6256
C -10.4365 -9.6178 17.4774
C -9.5325 -10.6571 17.6666
C -6.1932 -10.9842 19.7868
C -6.9895 -10.9277 20.9644
C -6.5229 -10.3063 22.0901
C -5.2543 -9.7411 22.0882
C -4.4214 -9.8736 20.9882
C -4.9090 -10.4447 19.8080
P -6.8541 -13.2146 16.0446
C -5.5828 -14.4932 15.9077
C -6.0382 -15.8057 15.7370
C -5.1527 -16.8785 15.6731
C -3.8164 -16.6171 15.8410
C -3.3699 -15.3438 16.1214
C -4.2382 -14.2522 16.0893
C -6.7319 -12.4055 14.3703
C -7.2544 -11.1390 14.0421
C -7.2430 -10.6949 12.7466
C -6.8532 -11.5353 11.7073
C -6.4059 -12.8009 12.0162
C -6.3229 -13.2129 13.3202
H -5.7765 -11.0962 16.5861
H -6.7679 -8.8404 18.4065
H -8.4014 -6.9206 17.9027
H -10.6989 -7.4593 17.5051
H -11.4747 -9.7791 17.2079
H -9.8238 -11.6542 17.5098
H -7.9556 -11.3982 20.9623
H -7.1501 -10.2551 22.9856
H -4.8611 -9.1921 22.9416
H -3.4134 -9.4331 21.0287
H -4.3057 -10.5184 18.9098
H -7.0992 -15.9885 15.6489
H -5.5681 -17.8760 15.6378
H -3.1595 -17.4460 15.8683
H -2.3286 -15.1695 16.2246
H -3.8961 -13.2562 16.2555
H -7.6651 -10.5021 14.8234
H -7.6815 -9.7023 12.5021
H -7.0177 -11.2212 10.6864
H -6.1454 -13.5151 11.2312
H -5.8937 -14.2054 13.5347
O -10.6307 -13.1374 15.7768
H -11.2822 -13.8071 15.4555
H -10.1419 -13.0569 14.9203
C -12.6297 -13.2946 18.7083
Te -11.8859 -14.7377 20.1131
C -10.1895 -13.4547 20.4949
H -11.8206 -13.0760 18.0157
H -12.8613 -12.3533 19.2479
H -13.4934 -13.6378 18.1646
H -10.5271 -12.4023 20.3474
H -9.3910 -13.6250 19.7665
H -9.8221 -13.5980 21.5075
O -9.4966 -13.3776 13.3290
C -10.1845 -14.3371 12.9663
O -10.7289 -15.2355 13.6690
C -10.5224 -14.4624 11.4928
C -10.5451 -13.3321 10.6660
C -10.9339 -13.3890 9.3220
C -11.2751 -14.6509 8.7925
C -11.2123 -15.7775 9.6218
C -10.8234 -15.7024 10.9419
N -11.5150 -17.0932 9.0141
O -11.2824 -18.0295 9.7234
O -11.9991 -17.0799 7.9083
H -10.2116 -12.3822 11.0962
H -10.9431 -12.5114 8.6689
H -11.5620 -14.7840 7.7630
H -10.7559 -16.5646 11.5963
```

Summary:
2S+1 = 1
energy relative to the best compared isomer or geometry (same formula, charge and spin) = 0.0 kJ/mol
E_HOMO = -1.24 eV
maximum force = 2.45 eV/Å
total charge = -2

Atomic partial charges in e from the Löwdin method, atoms 1 to 5:
1 Rb 0.631
2 O -0.049
3 C -0.551
4 N 0.013
5 C -0.234

Q: Among the records above, which one has the highest energy relative to the best compared isomer or geometry (same formula, charge and spin)?
A: C51H45Cl3N3NaP3SiTe